# H4O2

2 unconnected molecules or ions with the total composition H4O2 (ωB97M-V/def2-TZVPD, the OMol25 dataset).

The value obtained for the LUMO energy is 0.48 eV. Its energy above the lowest of the compared OMol25 structures with the same formula, charge and spin is 0.3519 eV. For the HOMO-LUMO gap, the calculation gives 11.16 eV.

XYZ file:
```
6
Properties=species:S:1:pos:R:3:forces:R:3:nbo_charge:R:1
O 1.716 -0.140 -0.004 -1.6 -0.6 1.7 -0.94
O -0.911 -0.132 0.030 -0.6 0.7 0.3 -0.95
H -1.360 0.693 0.262 0.2 -0.2 0.1 0.48
H 1.242 0.580 -0.401 0.3 0.9 -1.0 0.45
H -1.586 -0.620 -0.433 -0.2 -0.5 -0.3 0.48
H 0.900 -0.380 0.545 2.0 -0.4 -0.8 0.48
```
Positions in Å, forces in eV/Å.



# C4H10N2O

A single C4H10N2O molecule (ωB97M-V/def2-TZVPD, the OMol25 dataset).

The value obtained for the LUMO energy is 1.16 eV. Its energy above the lowest of the compared OMol25 structures with the same formula, charge and spin is 3.5705 eV. For the HOMO-LUMO gap, the calculation gives 10.98 eV.

XYZ file:
```
17
Properties=species:S:1:pos:R:3:forces:R:3:nbo_charge:R:1
O 0.785 1.132 1.080 -0.4 0.6 -1.6 -0.35
N 1.970 -0.689 1.291 -0.7 1.0 -0.6 -0.46
N 1.221 0.144 1.833 1.3 -1.6 0.8 0.16
C 1.057 1.121 -0.391 0.4 -0.2 0.9 -0.11
C -1.301 0.066 -0.768 1.7 0.0 -0.6 -0.39
C -1.616 -0.779 0.450 0.1 0.3 0.4 -0.61
C 0.255 0.091 -1.152 -1.7 -0.1 0.8 -0.43
H -2.678 -0.714 0.683 -0.1 -0.2 0.0 0.21
H 0.786 2.139 -0.682 0.1 -0.1 0.1 0.20
H -1.074 -0.427 1.334 -0.2 -0.1 -0.2 0.21
H 2.132 0.938 -0.504 -0.2 0.2 -0.1 0.21
H 2.249 -1.378 1.985 -0.3 0.2 0.4 0.34
H -1.623 1.096 -0.621 -0.2 0.1 0.0 0.20
H 0.335 0.327 -2.213 0.1 0.0 0.0 0.21
H 0.659 -0.903 -0.969 0.1 0.0 -0.2 0.22
H -1.813 -0.345 -1.640 -0.2 0.1 0.0 0.20
H -1.345 -1.819 0.286 0.0 -0.1 0.0 0.20
```
Positions in Å, forces in eV/Å.



# C2H7O3P

2 unconnected molecules or ions with the total composition C2H7O3P (ωB97M-V/def2-TZVPD, the OMol25 dataset).

The value obtained for the LUMO energy is 0.49 eV. Its energy above the lowest of the compared OMol25 structures with the same formula, charge and spin is 3.3257 eV. For the HOMO-LUMO gap, the calculation gives 8.48 eV.

XYZ file:
```
13
Properties=species:S:1:pos:R:3:forces:R:3:nbo_charge:R:1
P 0.147 0.983 1.267 -0.5 -2.5 -1.3 0.30
O -1.404 -1.927 0.198 0.6 1.8 -1.0 -0.73
O -0.132 -0.777 -1.198 -0.2 0.0 -0.4 -0.75
O 0.864 -1.967 0.463 2.5 -0.2 0.3 -0.74
C -0.203 -1.231 0.099 -0.3 2.5 0.0 0.75
C -0.094 2.122 -0.162 1.9 2.4 2.8 -0.94
H 0.127 3.158 0.428 0.1 -2.0 -1.8 0.22
H 1.748 -1.482 0.268 -2.6 -1.0 0.4 0.51
H 0.439 1.998 -1.072 1.2 -0.1 -0.4 0.23
H -1.040 2.324 -0.506 -2.8 -0.2 -0.2 0.23
H 1.588 0.829 1.153 -0.7 0.1 -0.1 -0.06
H -1.431 -2.613 0.830 0.5 -1.1 1.4 0.49
H -0.610 -1.416 -1.766 0.2 0.3 0.3 0.48
```
Positions in Å, forces in eV/Å.



# C34H46N3OPPbS

A molecular structure, C34H46N3OPPbS (ωB97M-V/def2-TZVPD, the OMol25 dataset).

The value obtained for the LUMO energy is 0.58 eV. For the HOMO-LUMO gap, the calculation gives 7.58 eV.

XYZ file:
```
87
Properties=species:S:1:pos:R:3:forces:R:3:nbo_charge:R:1
Pb -0.880 -0.046 -0.990 0.0 0.0 0.0 1.09
S -1.033 -1.732 1.098 0.0 0.0 0.0 -0.33
P 1.556 0.721 -0.156 0.0 0.0 0.0 0.94
O 1.073 -1.966 -1.404 0.0 0.0 0.0 -0.74
N -1.173 1.823 0.320 0.0 0.0 -0.1 -0.83
N -0.529 -4.318 1.313 0.0 0.0 0.0 -0.40
N -0.439 -3.595 -0.834 0.0 0.0 0.0 -0.67
C -0.188 -3.882 -5.837 0.0 0.0 0.0 -0.19
C 0.108 -3.263 -3.141 0.0 0.0 0.0 -0.07
C 1.922 4.421 1.589 0.0 0.0 0.0 -0.11
C -3.304 2.004 1.496 0.0 0.0 0.0 -0.03
C -2.716 1.258 2.661 0.0 0.0 0.0 -0.63
C -4.370 3.458 -0.617 0.0 0.0 0.0 -0.22
C -2.179 3.428 -1.848 0.0 0.0 0.0 -0.63
C -4.623 2.436 1.521 0.0 0.0 0.0 -0.22
C -0.047 -5.616 0.832 0.0 0.0 0.0 -0.21
C -2.511 2.298 0.380 0.0 0.0 0.0 0.20
C 3.008 5.337 2.088 0.0 0.0 0.0 -0.62
C 0.377 -3.822 3.579 0.0 0.0 0.0 -0.62
C 0.933 -2.671 -4.092 0.0 0.0 0.0 -0.19
C -1.013 -4.478 -4.891 0.0 0.0 0.0 -0.23
C -6.618 3.599 0.518 0.0 0.0 0.0 -0.62
C -0.439 3.944 1.261 0.0 0.0 0.0 -0.30
C -0.836 -4.188 2.735 0.0 0.0 0.0 -0.21
C 1.723 0.051 2.513 0.0 0.0 0.0 -0.61
C 2.710 0.837 -1.594 0.0 0.0 0.0 -0.52
C 0.272 -2.880 -1.699 0.0 -0.1 0.1 0.63
C -0.169 2.678 0.683 0.1 0.0 0.0 0.20
C -5.179 3.159 0.470 0.0 0.0 0.0 -0.02
C 0.788 -2.980 -5.436 0.0 0.0 0.0 -0.23
C 3.849 -0.301 1.217 0.0 0.0 0.0 -0.61
C 3.884 1.806 -1.462 0.0 0.0 0.0 -0.61
C 1.204 2.339 0.534 -0.1 0.0 0.0 -0.43
C 1.891 1.182 -2.840 0.0 0.0 0.0 -0.61
C -0.610 -3.294 0.450 0.0 0.0 0.0 0.40
C 1.457 -5.646 0.600 0.0 0.0 0.0 -0.62
C -3.043 3.044 -0.678 0.0 0.0 0.0 -0.04
C 2.324 -0.325 1.159 0.0 0.0 0.0 -0.53
C 0.572 4.772 1.690 0.0 0.0 0.0 -0.15
C -0.863 -4.172 -3.547 0.0 0.0 0.0 -0.19
C 2.202 3.199 1.011 0.0 0.0 0.0 -0.12
H 4.490 1.627 -0.576 0.0 0.0 0.0 0.21
H -1.774 -5.181 -5.203 0.0 0.0 0.0 0.21
H 2.005 -5.447 1.521 0.0 0.0 0.0 0.20
H -1.615 -3.438 2.851 0.0 0.0 0.0 0.23
H 1.995 -1.331 0.880 0.0 0.0 0.0 0.26
H 4.533 1.703 -2.335 0.0 0.0 0.0 0.21
H -5.233 2.209 2.390 0.0 0.0 0.0 0.20
H -0.332 -6.355 1.581 0.0 0.0 0.0 0.20
H -1.702 2.557 -2.304 0.0 0.0 0.0 0.21
H 0.635 0.117 2.479 0.0 0.0 0.0 0.23
H -0.569 -5.850 -0.095 0.0 0.0 0.0 0.23
H 3.526 2.835 -1.432 0.0 0.0 0.0 0.22
H -1.469 4.254 1.383 0.0 0.0 0.0 0.22
H 1.140 -4.600 3.535 0.0 0.0 0.0 0.20
H 3.019 6.282 1.540 0.0 0.0 0.0 0.21
H 4.308 -0.581 0.269 0.0 0.0 0.0 0.21
H -4.779 4.034 -1.441 0.0 0.0 0.0 0.20
H -6.835 4.137 1.443 0.0 0.0 0.0 0.22
H 0.809 -2.886 3.226 0.0 0.0 0.0 0.22
H 1.690 -1.974 -3.758 0.0 0.0 0.0 0.23
H -2.767 3.931 -2.615 0.0 0.0 0.0 0.21
H 2.108 1.015 2.849 0.0 0.0 0.0 0.21
H -2.497 0.221 2.400 0.0 0.0 0.0 0.23
H 0.307 5.726 2.135 0.0 0.0 0.0 0.21
H -1.374 4.099 -1.537 0.0 0.0 0.0 0.23
H 3.238 2.892 0.929 0.0 0.0 0.0 0.19
H 4.188 -1.014 1.973 0.0 0.0 0.0 0.22
H 2.873 5.577 3.145 0.0 0.0 0.0 0.21
H -1.252 -5.143 3.060 0.0 0.0 0.0 0.20
H -6.857 4.256 -0.318 0.0 0.0 0.0 0.21
H -3.407 1.255 3.504 0.0 0.0 0.0 0.21
H 1.757 -6.628 0.229 0.0 0.0 0.0 0.21
H 1.434 -2.517 -6.170 0.0 0.0 0.0 0.21
H 1.178 0.392 -3.082 0.0 0.0 0.0 0.22
H 1.345 2.120 -2.703 0.0 0.0 0.0 0.21
H -1.776 1.712 2.981 0.0 0.0 0.0 0.22
H 1.993 -0.703 3.256 0.0 0.0 0.0 0.21
H 1.743 -4.901 -0.141 0.0 0.0 0.0 0.22
H 0.084 -3.694 4.622 0.0 0.0 0.0 0.22
H -1.497 -4.629 -2.799 0.0 0.0 0.0 0.23
H -7.293 2.742 0.474 0.0 0.0 0.0 0.22
H 3.079 -0.189 -1.697 0.0 0.0 0.0 0.24
H 2.551 1.311 -3.701 0.0 0.0 0.0 0.22
H 3.990 4.877 1.975 0.0 0.0 0.0 0.21
H -0.306 -4.123 -6.886 0.0 0.0 0.0 0.21
H 4.222 0.683 1.511 0.0 0.0 0.0 0.20
```
Positions in Å, forces in eV/Å.



# C3H9N3

A molecular structure, C3H9N3 (ωB97M-V/def2-TZVPD, the OMol25 dataset).

The value obtained for the LUMO energy (alpha / beta) is 0.57 / -0.61 eV. Its energy above the lowest of the compared OMol25 structures with the same formula, charge and spin is 5.9479 eV. For the HOMO-LUMO gap (alpha / beta), the calculation gives 8.92 / 7.37 eV.

XYZ file:
```
15
Properties=species:S:1:pos:R:3:forces:R:3:nbo_charge:R:1
N 1.786 0.000 0.671 2.2 0.7 1.7 -0.03
N 0.482 -0.381 -0.526 -0.6 -1.4 -2.5 -0.25
N 2.722 0.719 0.385 -0.3 -1.2 0.7 -0.39
C -1.651 0.853 0.074 0.0 -0.1 -0.3 -0.63
C -0.172 0.826 -0.275 0.4 1.4 2.3 -0.28
C -0.183 -1.621 -0.209 0.3 0.2 0.5 -0.46
H 3.557 0.172 0.115 0.2 0.1 -0.7 0.33
H 0.478 1.125 0.703 -1.9 0.3 -1.5 0.25
H 0.550 -2.424 -0.280 -0.1 -0.1 -0.1 0.21
H -1.970 1.881 0.243 0.0 0.0 0.0 0.22
H -2.248 0.448 -0.746 -0.1 0.0 0.0 0.20
H -1.874 0.270 0.966 0.0 0.0 0.0 0.21
H -0.609 -1.650 0.800 -0.1 0.0 0.0 0.19
H 0.134 1.581 -1.008 -0.2 -0.1 -0.1 0.21
H -1.004 -1.799 -0.915 0.2 0.1 0.0 0.22
```
Positions in Å, forces in eV/Å.



# C12H32NO10P2

3 unconnected molecules or ions with the total composition C12H32NO10P2 (ωB97M-V/def2-TZVPD, the OMol25 dataset).

The value obtained for the LUMO energy is 2.52 eV. The net charge is -1. For the HOMO-LUMO gap, the calculation gives 3.64 eV.

XYZ file:
```
57
Properties=species:S:1:pos:R:3:forces:R:3:nbo_charge:R:1
P 0.857 5.370 2.475 -1.5 -1.9 -0.3 2.53
P -0.570 -5.556 -1.763 0.8 1.6 -0.2 2.55
O -1.736 -5.081 -2.768 1.7 -1.8 0.0 -0.82
O 1.575 0.287 -2.322 1.1 0.7 1.0 -0.76
O 2.272 5.084 3.190 -0.4 0.2 -1.4 -0.81
O 1.255 5.483 0.918 1.0 0.0 1.9 -0.81
O -0.123 -6.978 -2.377 -1.1 0.9 -0.3 -0.81
O -1.357 -5.965 -0.416 0.9 0.7 -0.4 -0.81
O -0.220 4.377 2.788 1.7 2.3 -0.2 -1.04
O 0.537 -4.568 -1.568 -1.8 -1.9 0.1 -1.07
O 0.513 6.892 2.882 -0.3 -0.8 0.2 -0.82
O -3.539 -1.528 -1.322 -0.9 1.1 -0.4 -0.79
N 3.271 -1.590 -0.467 -0.4 0.3 0.6 -0.90
C -3.240 -0.441 -0.345 0.3 1.0 -0.3 -0.06
C -2.570 -4.021 -2.353 -0.6 0.9 0.5 -0.26
C 2.345 5.240 4.590 0.0 0.1 0.6 -0.25
C 1.044 -7.577 -1.853 0.7 -0.3 0.2 -0.25
C 1.171 -0.022 -0.928 1.3 1.6 0.9 0.06
C -2.469 -6.830 -0.503 -0.6 -0.4 0.1 -0.25
C -2.073 0.589 -0.944 -0.2 0.0 1.0 -0.47
C -1.055 1.156 0.220 0.1 -1.4 -0.5 -0.68
C 1.493 7.891 2.702 0.3 0.5 0.0 -0.25
C 0.204 5.519 -0.024 -0.8 -0.2 -0.8 -0.25
C 2.565 -0.307 -0.088 -0.7 0.4 0.1 -0.24
C 0.478 1.348 -0.333 -0.5 -0.9 1.3 -0.46
H 1.883 -7.379 -2.525 0.0 0.0 0.2 0.19
H 1.355 5.221 5.055 0.1 -0.1 0.0 0.20
H -2.120 -3.440 -1.542 -0.1 0.0 -0.3 0.23
H 2.277 -0.242 1.068 0.8 -0.5 -2.5 0.20
H 0.073 4.523 -0.456 -0.1 0.1 0.2 0.23
H -0.735 5.849 0.429 0.0 -0.1 0.0 0.19
H -2.761 -3.362 -3.205 0.2 -0.2 0.2 0.20
H 3.343 0.570 -0.273 -1.8 -1.5 0.3 0.16
H 0.590 2.215 -1.128 -0.3 -1.7 1.3 0.17
H 0.883 -8.656 -1.794 -0.1 0.1 -0.1 0.18
H -2.737 -7.066 -1.536 0.1 0.0 0.1 0.19
H 1.278 -7.202 -0.853 0.1 0.0 -0.1 0.19
H 0.494 -0.975 -0.868 1.2 1.9 -0.5 0.20
H -3.520 -4.437 -2.011 0.0 0.1 0.0 0.17
H 1.138 1.659 0.612 -1.4 -0.4 -1.9 0.19
H 2.188 1.096 -2.209 -1.6 -1.9 -0.3 0.45
H 3.328 -1.738 -1.498 -0.6 0.2 1.4 0.37
H -4.271 0.101 -0.153 2.2 -0.9 -0.1 0.15
H 2.451 7.484 2.372 -0.1 0.0 0.0 0.19
H 2.908 -2.424 0.045 0.2 1.1 -1.1 0.37
H 0.474 6.217 -0.820 0.1 0.0 0.2 0.17
H -3.322 -6.344 -0.021 0.1 0.0 0.0 0.19
H 2.956 4.434 5.007 -0.2 0.1 -0.2 0.20
H 1.138 8.613 1.962 0.0 -0.1 0.0 0.18
H -2.665 1.511 -1.374 1.2 -1.8 0.2 0.17
H 2.827 6.195 4.810 0.0 0.0 0.1 0.17
H -1.493 -0.021 -1.757 -1.2 1.0 0.9 0.16
H -1.054 0.291 1.042 0.4 1.4 -1.4 0.11
H 1.639 8.407 3.655 0.0 0.0 -0.1 0.18
H -4.080 -1.159 -2.086 1.2 -0.3 1.7 0.46
H -2.245 -7.758 0.028 0.0 0.1 -0.1 0.18
H -2.851 -0.957 0.632 -0.8 0.9 -1.9 0.18
```
Positions in Å, forces in eV/Å.



# C8H4Cl2O3

A single C8H4Cl2O3 molecule (ωB97M-V/def2-TZVPD, the OMol25 dataset).

As for the expectation value of S²: 2.016. The value obtained for the LUMO energy (alpha / beta) is -0.49 / -2.23 eV. The multiplicity is 3. For the HOMO-LUMO gap (alpha / beta), the calculation gives 5.91 / 7.68 eV.

XYZ file:
```
17
Properties=species:S:1:pos:R:3:forces:R:3:nbo_charge:R:1
Cl -0.928 -2.973 0.622 -0.1 -0.2 -0.1 0.04
Cl -1.438 -0.714 -2.043 -0.3 0.2 1.1 0.04
O -0.687 3.139 0.153 -0.2 -0.3 0.0 -0.49
O -3.573 -0.248 0.901 -1.4 0.7 0.4 -0.47
O -2.274 1.617 0.594 -0.5 2.8 0.2 -0.52
C -0.123 0.835 -0.205 -0.2 0.1 0.2 -0.29
C -0.028 -1.590 0.120 -0.3 0.5 -0.4 -0.12
C 2.045 -0.300 -0.267 0.0 -0.2 0.2 -0.50
C -2.628 0.380 0.614 0.2 -2.0 0.3 0.68
C 1.214 0.924 -0.107 -0.5 0.0 0.0 -0.01
C -0.780 -0.455 -0.423 3.2 -1.6 -2.1 0.04
C -0.968 1.989 0.140 0.0 0.1 0.0 0.80
C 1.299 -1.519 0.206 0.2 0.0 0.1 -0.17
H 2.317 -0.416 -1.327 0.0 0.0 0.0 0.26
H 2.982 -0.198 0.285 0.0 0.0 -0.1 0.24
H 1.693 1.865 0.128 -0.1 0.1 0.0 0.24
H 1.875 -2.336 0.611 0.0 -0.2 0.1 0.23
```
Positions in Å, forces in eV/Å.



| no. | molecular weight (g mol⁻¹) |
| --- | --- |
| 1 | 36.030 |
| 2 | 102.137 |
| 3 | 110.049 |
| 4 | 783.003 |
| 5 | 87.126 |
| 6 | 412.333 |
| 7 | 219.023 |